Below is C10H5MgN11S2Se as an isolated structure, with properties calculated with ωB97M-V/def2-TZVPD.

Computed properties:
Gap between HOMO and LUMO, eV: 6.8
Highest occupied orbital energy, eV: -2.47
Net charge: -2

CARTESIAN COORDINATES (ANGSTROEM)
1 Mg 1.67 -0.75 -0.36
2 N 0.10 -3.05 1.69
3 C -0.19 -3.11 0.34
4 N -1.12 -3.90 -0.15
5 N -1.06 -3.68 -1.49
6 N -0.18 -2.80 -1.76
7 N 0.44 -2.40 -0.60
8 C 0.94 -2.15 2.31
9 N 1.03 -2.09 3.62
10 N 1.99 -1.14 3.83
11 N 2.39 -0.66 2.71
12 N 1.75 -1.29 1.68
13 H -0.52 -3.56 2.29
14 S 3.24 1.51 0.12
15 C 1.62 1.94 0.00
16 N 0.63 1.08 -0.24
17 C -0.61 1.69 -0.28
18 C -1.81 1.02 -0.52
19 C -2.99 1.75 -0.53
20 C -2.99 3.13 -0.30
21 C -1.79 3.79 -0.07
22 C -0.61 3.07 -0.06
23 S 1.03 3.59 0.20
24 H -1.81 -0.05 -0.70
25 H -3.93 1.24 -0.71
26 H -3.92 3.68 -0.31
27 H -1.78 4.86 0.11
28 Se 3.36 -0.46 -5.12
29 C 2.76 -0.59 -3.40
30 N 2.40 -0.67 -2.31

Atom charges from the Mulliken analysis, given in e for atoms 1 to 4: 0.6636, -0.0552, 0.5100, -0.5680

***

Below is C12H13N3O4ReS4Sb as an isolated structure, with properties calculated with ωB97M-V/def2-TZVPD.

Computed properties:
Gap between HOMO and LUMO (alpha / beta), eV: 6.2 / 6.4
Highest occupied orbital energy (alpha / beta), eV: -7.78 / -8.36
Multiplicity: 3
<S²>: 2.026

CARTESIAN COORDINATES (ANGSTROEM)
1 Re 0.15 -0.06 0.04
2 S -3.87 -0.75 2.62
3 Sb -3.31 0.23 0.73
4 S -1.07 1.42 1.20
5 S -1.57 -1.35 -0.38
6 C -4.17 4.42 -0.60
7 C -2.91 3.81 -1.14
8 C -1.66 4.33 -0.82
9 C -0.50 3.73 -1.27
10 C -0.60 2.59 -2.05
11 C -1.83 2.06 -2.42
12 C -2.98 2.68 -1.96
13 S 0.86 1.80 -2.60
14 O 0.69 1.30 -3.93
15 O 1.99 2.63 -2.29
16 N 0.97 0.40 -1.63
17 C 1.76 -0.64 -2.32
18 C 2.16 -1.69 -1.30
19 O 3.09 -2.45 -1.46
20 O 1.40 -1.68 -0.23
21 H -3.96 5.35 -0.06
22 H -4.66 3.73 0.09
23 H -4.87 4.64 -1.40
24 H -1.60 5.22 -0.20
25 H 0.47 4.12 -1.03
26 H -1.88 1.19 -3.06
27 H -3.95 2.29 -2.24
28 H 2.65 -0.20 -2.78
29 H 1.16 -1.10 -3.11
30 N 2.67 -0.61 1.74
31 C 3.56 -0.14 2.61
32 C 3.14 1.12 3.00
33 C 1.96 1.34 2.29
34 N 1.68 0.29 1.52
35 H 2.62 -1.47 1.19
36 H 4.41 -0.73 2.90
37 H 3.62 1.78 3.70
38 H 1.29 2.18 2.31

Atom charges from the Mulliken analysis, given in e for atoms 1 to 4: 1.4274, -0.5262, 0.4219, -0.3255

***

Below is a 3-piece molecular cluster, C18H27BO14S2 overall, with properties calculated with ωB97M-V/def2-TZVPD.

Computed properties:
Gap between HOMO and LUMO, eV: 9.3
Highest occupied orbital energy, eV: -9.31
SMILES: COB(O)[C@H]1OC(=O)O[C@@H]1C[C@@H](C)OCc1ccccc1.O=S1(=O)OCCO1.O=S1(=O)OCCO1

CARTESIAN COORDINATES (ANGSTROEM)
1 C -0.64 -3.11 0.81
2 O -0.07 -2.34 -0.26
3 B 1.01 -1.58 0.05
4 O 1.99 -2.08 0.90
5 C 1.15 -0.10 -0.54
6 O 1.09 -0.18 -1.99
7 C 0.10 0.61 -2.44
8 O -0.40 0.54 -3.50
9 O -0.22 1.51 -1.47
10 C -0.12 0.71 -0.28
11 C -0.34 1.41 1.04
12 C -1.76 1.21 1.61
13 C -1.76 1.59 3.09
14 O -2.69 2.06 0.98
15 C -3.38 1.53 -0.14
16 C -4.62 0.72 0.17
17 C -5.69 0.82 -0.71
18 C -6.86 0.11 -0.52
19 C -6.97 -0.75 0.56
20 C -5.92 -0.88 1.46
21 C -4.75 -0.14 1.26
22 H 0.01 -3.95 1.04
23 H -1.59 -3.50 0.47
24 H -0.78 -2.49 1.69
25 H 2.10 -1.45 1.63
26 H 2.07 0.38 -0.21
27 H -0.91 -0.05 -0.37
28 H 0.33 0.94 1.75
29 H -0.15 2.47 0.98
30 H -1.99 0.15 1.49
31 H -2.58 1.12 3.63
32 H -0.80 1.44 3.56
33 H -1.95 2.66 3.11
34 H -2.72 0.95 -0.79
35 H -3.70 2.38 -0.72
36 H -5.60 1.48 -1.57
37 H -7.69 0.22 -1.21
38 H -7.88 -1.31 0.73
39 H -5.97 -1.55 2.31
40 H -3.97 -0.24 1.99
41 O 2.84 -1.95 5.93
42 S 3.39 -0.78 5.34
43 O 2.72 0.46 5.38
44 O 3.77 -1.12 3.82
45 C 5.16 -0.87 3.58
46 C 5.82 -1.11 4.93
47 O 4.88 -0.57 5.87
48 H 5.28 0.16 3.26
49 H 5.53 -1.54 2.81
50 H 6.77 -0.60 5.03
51 H 5.94 -2.18 5.13
52 O 4.84 1.53 -7.92
53 S 3.45 1.57 -7.64
54 O 2.55 2.30 -8.46
55 O 3.26 2.01 -6.11
56 C 2.52 1.02 -5.39
57 C 2.84 -0.28 -6.10
58 O 2.89 0.08 -7.49
59 H 1.45 1.26 -5.47
60 H 2.82 1.02 -4.35
61 H 2.09 -1.04 -5.94
62 H 3.82 -0.66 -5.81

Atom charges from the Mulliken analysis, given in e for atoms 1 to 4: -0.6397, -0.4935, 0.4488, -0.4947

***

Below is a 2-piece molecular cluster, C3H10NO overall, with properties calculated with ωB97M-V/def2-TZVPD.

Computed properties:
Gap between HOMO and LUMO, eV: 7.2
Highest occupied orbital energy, eV: -11.43
Net charge: +1

CARTESIAN COORDINATES (ANGSTROEM)
1 C -4.22 -3.25 -3.81
2 N -2.93 -3.25 -2.96
3 H -5.09 -3.74 -3.37
4 H -4.52 -2.20 -3.76
5 H -3.95 -3.67 -4.78
6 H -3.18 -3.27 -1.95
7 H -2.29 -2.46 -3.04
8 H -2.59 -4.21 -3.11
9 O 3.07 1.64 1.86
10 C 2.63 2.70 2.23
11 C 2.77 3.18 3.64
12 H 1.96 3.28 1.59
13 H 2.36 4.17 3.79
14 H 3.77 3.34 4.07
15 H 2.40 2.27 4.23

Atom charges from the Mulliken analysis, given in e for atoms 1 to 4: -0.6965, -0.3790, 0.3159, 0.3344

***

Below is C41H41N3O3P2ReS as an isolated structure, with properties calculated with ωB97M-V/def2-TZVPD.

Computed properties:
Gap between HOMO and LUMO (alpha / beta), eV: 6.4 / 6.5
Highest occupied orbital energy (alpha / beta), eV: -13.18 / -13.17
Multiplicity: 2
Net charge: +2
<S²>: 0.762

CARTESIAN COORDINATES (ANGSTROEM)
1 Re 0.26 0.25 -0.24
2 C -1.30 3.15 0.04
3 P -1.34 1.81 -1.21
4 C -3.08 1.44 -1.49
5 C -3.88 2.51 -1.91
6 C -5.22 2.31 -2.16
7 C -5.78 1.05 -1.99
8 C -4.98 -0.01 -1.58
9 C -3.63 0.18 -1.33
10 C -0.70 2.40 -2.79
11 C 0.26 3.40 -2.89
12 C 0.76 3.77 -4.13
13 C 0.31 3.13 -5.27
14 C -0.65 2.13 -5.19
15 C -1.16 1.77 -3.95
16 C -1.05 2.49 1.35
17 C -1.29 2.88 2.64
18 C -0.85 1.82 3.49
19 C -0.35 0.84 2.70
20 C 0.21 -0.52 2.98
21 P -0.16 -1.45 1.44
22 C -1.85 -2.02 1.65
23 C -2.87 -1.09 1.77
24 C -4.16 -1.52 2.03
25 C -4.44 -2.87 2.16
26 C -3.41 -3.80 2.04
27 C -2.12 -3.38 1.79
28 C 0.94 -2.86 1.26
29 C 0.88 -3.64 0.10
30 C 1.71 -4.74 -0.03
31 C 2.61 -5.07 0.98
32 C 2.67 -4.30 2.13
33 C 1.84 -3.20 2.27
34 N -0.44 1.23 1.35
35 H -0.52 3.88 -0.21
36 H -2.26 3.67 0.02
37 H -3.45 3.50 -2.06
38 H -5.84 3.14 -2.48
39 H -6.83 0.89 -2.18
40 H -5.41 -0.99 -1.45
41 H -3.03 -0.66 -1.01
42 H 0.63 3.91 -2.00
43 H 1.50 4.55 -4.20
44 H 0.70 3.43 -6.24
45 H -1.02 1.66 -6.08
46 H -1.93 1.01 -3.89
47 H -1.74 3.80 2.95
48 H -0.92 1.80 4.57
49 H 1.27 -0.50 3.21
50 H -0.31 -1.01 3.81
51 H -2.67 -0.03 1.69
52 H -4.96 -0.79 2.13
53 H -5.45 -3.20 2.35
54 H -3.62 -4.86 2.15
55 H -1.32 -4.11 1.71
56 H 0.15 -3.41 -0.67
57 H 1.65 -5.35 -0.92
58 H 3.25 -5.93 0.87
59 H 3.34 -4.57 2.93
60 H 1.87 -2.63 3.19
61 C 2.05 -0.21 -4.18
62 C 1.25 -0.31 -2.93
63 N 1.47 0.43 -1.87
64 O 2.45 1.40 -1.98
65 C 0.19 -1.23 -2.78
66 C -0.24 -2.22 -3.81
67 N -0.43 -1.14 -1.60
68 O -1.38 -1.90 -1.30
69 H 2.76 0.60 -4.16
70 H 1.36 -0.07 -5.02
71 H 2.56 -1.16 -4.36
72 H 2.82 1.45 -1.08
73 H -0.62 -1.72 -4.70
74 H -1.03 -2.85 -3.41
75 H 0.59 -2.85 -4.13
76 C 4.83 0.42 0.53
77 S 3.40 -0.28 1.35
78 O 2.24 0.39 0.59
79 C 3.48 0.58 2.90
80 C 2.99 1.87 3.04
81 C 3.10 2.49 4.27
82 C 3.69 1.83 5.34
83 C 4.17 0.53 5.19
84 C 4.06 -0.11 3.96
85 H 4.75 1.50 0.51
86 H 4.90 -0.01 -0.47
87 H 5.71 0.13 1.11
88 H 2.51 2.37 2.21
89 H 2.72 3.49 4.40
90 H 3.77 2.32 6.30
91 H 4.63 0.02 6.03
92 H 4.42 -1.12 3.84

Atom charges from the Mulliken analysis, given in e for atoms 1 to 4: 2.1513, -1.0842, 1.0028, 0.4743

***

Below is a 2-piece molecular cluster, C5H11B overall, with properties calculated with ωB97M-V/def2-TZVPD.

Computed properties:
Gap between HOMO and LUMO, eV: 9.0
Highest occupied orbital energy, eV: -8.67

CARTESIAN COORDINATES (ANGSTROEM)
1 B 0.90 -0.02 0.09
2 C -0.52 -0.46 -0.35
3 C -0.39 0.72 0.61
4 C 2.39 -0.45 -0.02
5 C -1.47 -1.71 0.06
6 C -0.65 2.13 0.03
7 H -0.82 -0.25 -1.93
8 H -0.81 0.56 1.62
9 H 3.00 -0.03 -0.91
10 H 2.46 -1.51 -0.35
11 H 3.08 -0.34 0.97
12 H -0.69 -2.59 -0.03
13 H -2.22 -1.75 -0.68
14 H -1.95 -1.64 1.08
15 H -1.71 2.31 -0.16
16 H -0.16 2.17 -0.91
17 H -0.44 2.87 0.89

Atom charges from the Mulliken analysis, given in e for atoms 1 to 4: 0.2750, -0.0368, -0.3047, -0.8870

***

Below is a single C7H9ClN4 molecule, with properties calculated with ωB97M-V/def2-TZVPD.

Computed properties:
Gap between HOMO and LUMO (alpha / beta), eV: 7.8 / 7.8
Highest occupied orbital energy (alpha / beta), eV: -8.34 / -8.34
SMILES: CC1(C)\N=N/C=C/C=C(Cl)\N=N\1

CARTESIAN COORDINATES (ANGSTROEM)
1 C -2.07 1.20 1.14
2 C -1.09 0.56 0.12
3 C -1.14 1.28 -1.17
4 N -1.62 -0.82 -0.22
5 N -0.93 -1.83 -0.12
6 C 0.26 -1.88 0.43
7 C 1.58 -2.27 -0.13
8 C 2.57 -1.29 -0.18
9 C 2.38 0.10 0.07
10 Cl 3.80 1.07 -0.18
11 N 1.32 0.85 0.11
12 N 0.23 0.43 0.68
13 H -2.34 2.29 0.82
14 H -1.73 1.14 2.21
15 H -3.09 0.66 1.15
16 H -2.21 1.53 -1.58
17 H -0.49 0.80 -2.06
18 H -0.73 2.32 -0.98
19 H 0.30 -1.63 1.56
20 H 1.53 -3.06 -0.91
21 H 3.49 -1.46 -0.74

Atom charges from the Mulliken analysis, given in e for atoms 1 to 4: -1.4528, 1.7232, -1.4975, -0.3464

***

Below is a single C2H3N3O molecule, with properties calculated with ωB97M-V/def2-TZVPD.

Computed properties:
Gap between HOMO and LUMO (alpha / beta), eV: 8.4 / 8.4
Highest occupied orbital energy (alpha / beta), eV: -8.81 / -8.81
SMILES: Oc1nc[nH]n1

CARTESIAN COORDINATES (ANGSTROEM)
1 O 1.77 -0.10 0.36
2 C 0.81 0.61 -0.51
3 N 0.26 -0.61 -0.88
4 C -0.83 -0.65 -0.20
5 N -1.06 0.56 0.38
6 N -0.04 1.41 0.18
7 H 2.40 -0.53 -0.23
8 H -1.45 -1.52 -0.02
9 H -1.86 0.83 0.92

Atom charges from the Mulliken analysis, given in e for atoms 1 to 4: -0.4790, 0.5476, -0.4485, -0.1735

***

Below is a 2-piece molecular cluster, C3H7BrNO overall, with properties calculated with ωB97M-V/def2-TZVPD.

Computed properties:
Gap between HOMO and LUMO, eV: 9.4
Highest occupied orbital energy, eV: -14.30
Net charge: +1

CARTESIAN COORDINATES (ANGSTROEM)
1 C -0.39 0.02 -0.85
2 C -1.14 0.07 0.51
3 C 0.45 -1.50 0.80
4 N 0.90 -0.59 -0.30
5 O -0.84 -1.22 1.05
6 Br 0.78 -3.40 0.22
7 H -0.85 -0.75 -1.53
8 H -0.30 1.06 -1.18
9 H -0.87 0.89 1.10
10 H -2.29 0.06 0.56
11 H 1.47 -1.41 2.37
12 H 1.23 -1.19 -1.06
13 H 1.50 0.11 0.00

Atom charges from the Mulliken analysis, given in e for atoms 1 to 4: -0.4366, -0.3820, -0.1663, -0.1253

***

Below is a single C17H29NO2 molecule, with properties calculated with ωB97M-V/def2-TZVPD.

Computed properties:
Gap between HOMO and LUMO, eV: 9.5
Highest occupied orbital energy, eV: -8.67
SMILES: CCCCCCCCCCCNC(=O)c1ccoc1C

CARTESIAN COORDINATES (ANGSTROEM)
1 C -4.43 -8.03 3.33
2 C -3.86 -6.63 3.09
3 C -2.64 -6.67 2.18
4 C -2.07 -5.27 1.93
5 C -0.84 -5.32 1.03
6 C -0.31 -3.93 0.65
7 C 0.27 -3.17 1.84
8 C 0.99 -1.89 1.44
9 C 0.05 -0.82 0.89
10 C 0.79 0.49 0.60
11 C -0.16 1.56 0.05
12 N 0.53 2.78 -0.26
13 C 0.66 3.25 -1.52
14 O 0.14 2.70 -2.48
15 C 1.46 4.49 -1.64
16 C 2.20 5.18 -0.64
17 C 2.75 6.25 -1.26
18 O 2.42 6.28 -2.57
19 C 1.63 5.21 -2.80
20 C 1.12 4.99 -4.17
21 H -4.73 -8.48 2.39
22 H -5.30 -7.98 3.98
23 H -3.69 -8.67 3.80
24 H -3.59 -6.18 4.05
25 H -4.63 -6.00 2.64
26 H -1.87 -7.30 2.63
27 H -2.91 -7.12 1.23
28 H -1.80 -4.82 2.89
29 H -2.83 -4.65 1.47
30 H -0.05 -5.89 1.52
31 H -1.10 -5.85 0.11
32 H -1.13 -3.35 0.21
33 H 0.47 -4.04 -0.10
34 H 0.98 -3.83 2.36
35 H -0.52 -2.93 2.55
36 H 1.75 -2.12 0.69
37 H 1.51 -1.49 2.32
38 H -0.74 -0.62 1.62
39 H -0.41 -1.17 -0.03
40 H 1.27 0.85 1.51
41 H 1.58 0.30 -0.14
42 H -0.62 1.22 -0.88
43 H -0.95 1.76 0.78
44 H 1.01 3.25 0.50
45 H 2.32 4.93 0.39
46 H 3.39 7.04 -0.91
47 H 0.53 4.08 -4.19
48 H 1.94 4.91 -4.88
49 H 0.49 5.84 -4.48

Atom charges from the Mulliken analysis, given in e for atoms 1 to 4: -1.2814, -0.3270, -0.6838, -0.5170

***

Below is a 2-piece molecular cluster, C2H4ClNO3 overall, with properties calculated with ωB97M-V/def2-TZVPD.

Computed properties:
Gap between HOMO and LUMO (alpha / beta), eV: 9.1 / 7.8
Highest occupied orbital energy (alpha / beta), eV: -8.49 / -8.28

CARTESIAN COORDINATES (ANGSTROEM)
1 C 0.56 -0.15 2.04
2 C -0.05 -0.76 -1.60
3 N -1.02 0.37 0.27
4 O 1.03 -1.22 2.14
5 O -0.34 1.47 -0.23
6 O -1.03 -0.64 -0.57
7 Cl 0.75 1.19 3.08
8 H -0.50 -1.40 -2.35
9 H 0.85 -1.22 -1.20
10 H 0.19 0.22 -2.03
11 H -0.44 2.14 0.46

Atom charges from the Mulliken analysis, given in e for atoms 1 to 4: 0.4177, -0.5272, -0.0786, -0.3205

***

Below is C2H7N5O as an isolated structure, with properties calculated with ωB97M-V/def2-TZVPD.

Computed properties:
Gap between HOMO and LUMO, eV: 9.2
Highest occupied orbital energy, eV: -8.65

CARTESIAN COORDINATES (ANGSTROEM)
1 C 0.90 0.11 0.05
2 C -2.26 0.16 0.02
3 H -0.39 -1.30 -0.86
4 H 1.38 -1.59 -0.93
5 H 2.20 0.92 1.73
6 H 3.46 0.27 -0.78
7 H -1.77 1.90 -0.50
8 H -3.21 0.54 -0.18
9 H -3.09 -1.34 0.78
10 N 0.57 -0.79 -0.94
11 N 2.00 -0.05 0.88
12 N 0.13 1.17 0.17
13 N -1.20 0.92 -0.38
14 N -2.03 -0.91 0.87
15 O 3.31 -0.02 0.08

Atom charges from the Mulliken analysis, given in e for atoms 1 to 4: 0.4562, -0.1058, 0.3179, 0.2954

***

no.,maximum force (eV Å⁻¹)
1,0.52
2,0.24
3,1.58
4,2.82
5,0.80
6,4.32
7,5.91
8,4.50
9,4.35
10,1.10
11,2.66
12,7.97